5 unconnected molecules or ions with the total composition C5H23N2O4, computed with ωB97M-V/def2-TZVPD.

## Properties
Energy relative to the best compared isomer or geometry (same formula, charge and spin) (kcal/mol): 20.52
Orbital gap (eV): 9.97
DFT total energy (Eh): -614.55405
Total charge: +1
Lowest unoccupied orbital energy (hartree): -0.099

Last column: Mulliken charge in e.
Cartesian coordinates (Å):
1 N -0.662 0.693 -0.857  -0.0249
2 C 0.685 0.391 -1.424  0.3843
3 C 0.620 0.492 -2.956  -1.3978
4 C 1.115 -1.009 -0.976  -1.3354
5 N 0.805 -1.266 0.426  0.4846
6 C 0.513 -2.667 0.666  -1.3478
7 C 1.915 -0.832 1.283  -1.2216
8 H -0.734 0.531 0.151  0.2492
9 H -0.849 1.688 -1.022  0.3055
10 H -1.373 0.110 -1.303  0.3862
11 H 1.350 1.180 -1.113  0.3517
12 H -0.245 1.092 -3.230  0.3986
13 H 1.426 1.114 -3.353  0.3567
14 H 0.662 -0.446 -3.496  0.3996
15 H 0.660 -1.754 -1.614  0.5810
16 H 2.193 -1.031 -1.172  0.2752
17 H 1.382 -3.304 0.849  0.3266
18 H -0.127 -2.778 1.546  0.3405
19 H -0.052 -3.099 -0.165  0.4458
20 H 1.626 -0.903 2.328  0.3696
21 H 2.088 0.243 1.156  0.3023
22 H 2.824 -1.408 1.110  0.4114
23 H 0.355 3.895 -1.273  0.3474
24 H -0.940 3.815 -0.552  0.3277
25 O -0.583 3.718 -1.449  -0.6811
26 H -1.007 -0.139 3.995  0.2882
27 H -0.943 -0.702 2.549  0.2958
28 O -0.776 0.086 3.088  -0.6000
29 H -3.338 -1.228 0.884  0.3070
30 H -2.103 -2.019 0.446  0.2997
31 O -2.577 -1.189 0.293  -0.6035
32 H -1.981 2.565 1.487  0.3257
33 H -0.875 1.859 2.272  0.2662
34 O -1.055 2.302 1.426  -0.6145